{
  "formula": "C37H27BaCl2N5O6PSSe2",
  "method": "ωB97M-V/def2-TZVPD",
  "orbital_gap_ev": 6.937,
  "total_energy_ha": -8640.09605,
  "e_homo_ev": -5.22,
  "fmax_ha_per_bohr": 0.01502,
  "total_charge": -1,
  "e_above_lowest_kj_mol": 62.01,
  "species": ["Ba", "C", "C", "N", "C", "C", "N", "C", "O", "O", "C", "O", "O", "H", "H", "H", "H", "H", "Cl", "C", "C", "C", "Cl", "C", "O", "C", "C", "O", "C", "H", "H", "H", "N", "C", "C", "C", "C", "C", "C", "S", "N", "C", "C", "C", "C", "C", "C", "N", "H", "H", "H", "H", "H", "H", "H", "H", "H", "Se", "P", "Se", "C", "C", "C", "C", "C", "C", "C", "C", "C", "C", "C", "C", "H", "H", "H", "H", "H", "H", "H", "H", "H", "H"],
  "positions_angstrom": [[1.39571, -0.05662, -0.75073], [2.21256, -0.03214, 3.64690], [3.28634, 0.42211, 2.72116], [3.12417, 0.71412, 1.44829], [4.36462, 1.06268, 0.95911], [5.28638, 0.98998, 1.97004], [4.58065, 0.58144, 3.07474], [6.73762, 1.24651, 2.11366], [7.34806, 1.70057, 1.05896], [7.25542, 1.13873, 3.20874], [4.56417, 1.41738, -0.49261], [5.70674, 1.81209, -0.83133], [3.56690, 1.29066, -1.24232], [1.25750, -0.00954, 3.12404], [2.13896, 0.61925, 4.51957], [2.39963, -1.05016, 3.99334], [5.01814, 0.42648, 3.96930], [6.67895, 1.74197, 0.26390], [5.52572, -6.45894, -3.44494], [4.75676, -5.12140, -2.62404], [5.27840, -4.68900, -1.39303], [4.68581, -3.65510, -0.72939], [5.33082, -3.12769, 0.79147], [3.52063, -2.96115, -1.22576], [2.97255, -2.05058, -0.55506], [3.05450, -3.41788, -2.50566], [1.94831, -2.80199, -3.19801], [1.32473, -1.78740, -2.90592], [3.67144, -4.49943, -3.16523], [6.14645, -5.17621, -0.97038], [1.66104, -3.33633, -4.12407], [3.27692, -4.82817, -4.11973], [-1.63674, 3.05239, -3.73563], [-2.81001, 2.43807, -4.22475], [-3.90203, 3.17854, -4.64909], [-5.03212, 2.52617, -5.12514], [-5.08728, 1.14096, -5.13116], [-4.00559, 0.40275, -4.66857], [-2.85285, 1.04847, -4.24851], [-1.41177, 0.17212, -3.74233], [-0.83348, 1.20851, -2.51419], [-0.96618, 2.46548, -2.66952], [-0.39349, 3.37752, -1.62754], [-0.90747, 4.64468, -1.38701], [-0.32764, 5.41693, -0.38985], [0.73678, 4.90294, 0.32582], [1.17330, 3.61868, 0.02452], [0.62148, 2.87636, -0.92479], [-1.64612, 4.05910, -3.73862], [-3.86373, 4.26195, -4.61788], [-5.87557, 3.10593, -5.47605], [-5.97443, 0.63267, -5.48454], [-4.04467, -0.67905, -4.64283], [-1.76681, 5.01672, -1.92866], [-0.71345, 6.40445, -0.17268], [1.21658, 5.47052, 1.11056], [1.99438, 3.16137, 0.56762], [-1.17204, 1.09759, 1.43580], [-1.86192, -0.93566, 1.58030], [-0.82913, -2.41763, 0.42416], [-1.86458, -1.39450, 3.35357], [-2.60360, -0.61660, 4.24498], [-2.61369, -0.92144, 5.59575], [-1.87646, -2.00200, 6.07072], [-1.13668, -2.77346, 5.18844], [-1.13359, -2.47371, 3.82943], [-3.64592, -1.01350, 1.17924], [-4.31012, 0.05528, 0.59406], [-5.65756, -0.05553, 0.26618], [-6.34399, -1.23039, 0.52968], [-5.68100, -2.30279, 1.11755], [-4.33737, -2.19706, 1.43530], [-3.15788, 0.23776, 3.87415], [-3.19036, -0.31373, 6.28208], [-1.87996, -2.23751, 7.12789], [-0.55935, -3.61391, 5.55341], [-0.56274, -3.07098, 3.12841], [-3.76231, 0.96889, 0.39818], [-6.16849, 0.78027, -0.19596], [-7.39358, -1.31570, 0.27655], [-6.21227, -3.22406, 1.32173], [-3.81310, -3.03806, 1.87420]],
  "mulliken_charge": [1.63, -1.11, 0.06, 0.11, 0.48, 0.07, -0.01, 0.59, -0.59, -0.69, 0.13, -0.88, -0.61, 0.04, 0.39, 0.33, 0.23, 0.46, -0.27, 0.26, -0.61, 0.33, -0.20, -0.19, -0.34, 0.81, -0.49, -0.37, -0.91, 0.44, 0.25, 0.34, -0.27, 0.21, -0.65, -0.65, -0.60, -0.61, 0.65, -0.10, 0.24, 0.38, 0.47, -0.92, -0.60, -0.82, -0.06, 0.18, 0.25, 0.32, 0.37, 0.39, 0.42, 0.37, 0.42, 0.46, 0.28, -0.37, 0.71, -0.52, 0.35, -0.58, -0.60, -0.41, -0.61, -0.28, 0.39, -0.24, -0.56, -0.42, -0.60, -0.64, 0.34, 0.38, 0.37, 0.40, 0.29, 0.28, 0.40, 0.37, 0.38, 0.35]
}

***

{
  "formula": "C13H12ClN5O",
  "method": "ωB97M-V/def2-TZVPD",
  "orbital_gap_ev": 8.003,
  "total_energy_ha": -1311.77918,
  "e_homo_ev": -7.79,
  "fmax_ha_per_bohr": 0.05480,
  "total_charge": 0,
  "smiles": "O=c1[nH]nc2c(NCCc3ccncc3)cc(Cl)cn12",
  "species": ["O", "C", "N", "N", "C", "C", "N", "C", "C", "C", "C", "C", "N", "C", "C", "C", "C", "Cl", "C", "N", "H", "H", "H", "H", "H", "H", "H", "H", "H", "H", "H", "H"],
  "positions_angstrom": [[0.57047, -5.57534, 0.77562], [0.40588, -4.38557, 0.61691], [0.80221, -3.39586, 1.45888], [0.65807, -2.17701, 0.85719], [0.16757, -2.39469, -0.34862], [-0.11197, -1.50328, -1.48203], [0.01005, -0.13182, -1.39572], [0.17322, 0.63390, -0.14083], [-0.32171, 2.07663, -0.40078], [-0.06555, 2.98737, 0.79570], [1.05754, 3.82306, 0.81534], [1.21627, 4.76207, 1.81786], [0.36841, 4.86105, 2.87231], [-0.66859, 4.02482, 2.92805], [-0.94177, 3.11804, 1.88947], [-0.54805, -2.06725, -2.66238], [-0.74177, -3.53464, -2.78119], [-1.34712, -4.25598, -4.30968], [-0.44501, -4.32916, -1.71040], [-0.12056, -3.75562, -0.47556], [1.55070, -3.60519, 2.04775], [-0.30377, 0.41502, -2.21278], [-0.47444, 0.19530, 0.62416], [1.20358, 0.55696, 0.15547], [0.12842, 2.41927, -1.31222], [-1.38550, 2.06604, -0.59064], [1.77783, 3.81318, -0.03709], [2.05790, 5.47018, 1.76885], [-1.35639, 4.12883, 3.73199], [-1.84754, 2.55802, 1.91719], [-0.89792, -1.37603, -3.45082], [-0.57047, -5.42229, -1.76204]],
  "nbo_charge": [-0.63, 0.73, -0.41, -0.30, 0.31, 0.19, -0.59, -0.19, -0.43, 0.03, -0.26, 0.03, -0.41, 0.04, -0.26, -0.31, -0.03, 0.00, -0.06, -0.40, 0.41, 0.39, 0.21, 0.21, 0.21, 0.22, 0.22, 0.20, 0.20, 0.21, 0.23, 0.25]
}

***

{
  "formula": "C46H59F2I2NO2PSbSe4Zr",
  "method": "ωB97M-V/def2-TZVPD",
  "orbital_gap_ev": 5.146,
  "total_energy_ha": -13023.29459,
  "e_homo_ev": -2.13,
  "fmax_ha_per_bohr": 0.02524,
  "total_charge": -2,
  "species": ["Zr", "I", "C", "C", "C", "I", "C", "C", "C", "C", "N", "C", "C", "O", "H", "H", "H", "H", "C", "C", "C", "C", "C", "C", "C", "C", "C", "C", "C", "C", "C", "C", "C", "C", "C", "C", "C", "C", "C", "P", "C", "C", "C", "C", "C", "C", "C", "C", "H", "H", "H", "H", "H", "H", "H", "H", "H", "H", "H", "H", "H", "H", "H", "H", "H", "H", "H", "H", "H", "H", "H", "H", "H", "H", "H", "H", "H", "H", "H", "H", "H", "H", "H", "H", "H", "H", "H", "H", "H", "H", "H", "H", "H", "F", "C", "C", "C", "C", "C", "C", "C", "H", "H", "H", "H", "H", "H", "F", "Se", "Sb", "Se", "Se", "Se", "C", "O", "H", "H", "H", "H"],
  "positions_angstrom": [[-0.68003, 1.58597, -0.81168], [-4.20669, -1.62724, -3.15863], [-3.72214, 0.34597, -3.57066], [-4.29829, 0.95317, -4.69885], [-4.04071, 2.25916, -4.99946], [-4.94480, 3.09071, -6.68330], [-3.19125, 3.03105, -4.16047], [-2.91034, 4.40790, -4.35448], [-2.12499, 5.07617, -3.46321], [-1.56811, 4.37735, -2.37716], [-1.79081, 3.09585, -2.19042], [-2.60882, 2.41632, -3.04264], [-2.85695, 1.02507, -2.73277], [-2.30364, 0.48779, -1.69351], [-4.95528, 0.36445, -5.32338], [-3.32536, 4.91302, -5.21495], [-1.88669, 6.12214, -3.58149], [-0.90294, 4.86474, -1.66787], [5.25058, 0.87477, -2.61649], [3.82830, 1.28567, -2.22673], [3.05728, 1.75600, -3.45310], [3.16790, 0.15313, -1.47346], [2.32221, -0.77234, -2.07074], [1.77487, -1.83387, -1.35425], [0.95918, -2.86714, -2.11433], [1.88915, -3.75745, -2.94398], [-0.11543, -2.25892, -3.01235], [2.09278, -2.00078, -0.00307], [3.00526, -1.11747, 0.60042], [3.48379, -0.03877, -0.13083], [3.59719, -1.37544, 1.97161], [3.72796, -0.11467, 2.82209], [4.97518, -2.02983, 1.82211], [1.63194, -3.24828, 0.69961], [2.51354, -4.32704, 0.59583], [2.24297, -5.56273, 1.14719], [1.04903, -5.75082, 1.82467], [0.16823, -4.69430, 1.93477], [0.42150, -3.43099, 1.39068], [-0.84925, -2.08370, 1.57869], [-0.88092, -1.85116, 3.45070], [0.48541, -1.23201, 3.76993], [-1.07046, -3.04647, 4.38761], [-1.97772, -0.82060, 3.74926], [-2.47874, -2.89472, 1.05001], [-3.43194, -1.72524, 0.75179], [-2.23096, -3.62757, -0.26860], [-3.20492, -3.82930, 2.01590], [5.75537, 1.70183, -3.11549], [5.23025, 0.01975, -3.29823], [5.83882, 0.59634, -1.74175], [3.91253, 2.12533, -1.52895], [3.08642, 1.00526, -4.24814], [3.50793, 2.67464, -3.82847], [2.01549, 1.96255, -3.20975], [2.06776, -0.67793, -3.11660], [0.46224, -3.51041, -1.38375], [2.48283, -3.14512, -3.62240], [1.31316, -4.46728, -3.53884], [2.57591, -4.31914, -2.31309], [0.32316, -1.72827, -3.85811], [-0.74248, -1.54145, -2.48861], [-0.75841, -3.04774, -3.40930], [4.13498, 0.68787, 0.34130], [2.95614, -2.08770, 2.49546], [4.53485, 0.52827, 2.46882], [3.93886, -0.37839, 3.85920], [2.82731, 0.49093, 2.79840], [5.65973, -1.34292, 1.32518], [4.92786, -2.94186, 1.22861], [5.39408, -2.27889, 2.79927], [3.43418, -4.17159, 0.05092], [2.95324, -6.37150, 1.04136], [0.80478, -6.71067, 2.26339], [-0.76282, -4.85815, 2.45899], [1.24025, -2.01005, 3.87294], [0.43717, -0.68131, 4.71188], [0.81489, -0.54902, 2.99034], [-0.24327, -3.75152, 4.31194], [-2.00397, -3.58450, 4.22667], [-1.08128, -2.67298, 5.41583], [-1.93913, 0.02852, 3.06774], [-1.85383, -0.44513, 4.76745], [-2.97293, -1.26107, 3.67565], [-3.01960, -1.03042, 0.02366], [-3.68054, -1.16252, 1.65164], [-4.36216, -2.11934, 0.33593], [-1.75579, -2.97724, -0.99774], [-3.19395, -3.92923, -0.68579], [-1.61243, -4.51699, -0.14431], [-3.48747, -3.32232, 2.93913], [-2.63669, -4.72192, 2.27204], [-4.12980, -4.16472, 1.53896], [-3.54011, 7.56348, 2.18203], [-3.29952, 6.27281, 1.80977], [-2.59784, 5.44573, 2.66499], [-2.36477, 4.13926, 2.27853], [-2.79627, 3.63939, 1.04211], [-2.52275, 2.25819, 0.59632], [-3.51784, 4.51972, 0.22009], [-3.77236, 5.82760, 0.59001], [-2.23368, 5.82818, 3.60672], [-1.82578, 3.48770, 2.95595], [-3.39134, 1.89805, 0.02709], [-2.39956, 1.58371, 1.46170], [-3.90711, 4.16088, -0.72716], [-4.32300, 6.49940, -0.05320], [0.02249, 1.05394, -2.60299], [4.15865, 3.64764, 1.60622], [3.03208, 5.15017, 0.07067], [1.08822, 3.33821, -0.65922], [1.43723, 6.73126, 0.93341], [3.94089, 5.46225, -2.13952], [0.46038, 2.04484, 2.27778], [0.45249, 1.10709, 1.17451], [-0.11614, 2.94017, 2.02136], [1.49581, 2.34227, 2.48315], [0.02139, 1.52002, 3.12736], [1.01870, 1.62845, 0.47895]],
  "mulliken_charge": [-0.40, -0.01, -0.09, -0.31, -0.16, 0.00, 1.33, -0.95, -1.31, -0.72, 1.01, -0.29, -0.50, 1.16, 0.34, 0.17, 0.53, 0.55, -1.64, 0.66, -1.30, 0.31, -0.60, 0.77, 1.01, -1.68, -1.93, 0.80, 0.80, -0.01, 0.74, -1.58, -1.52, -0.69, -0.74, -1.47, -1.02, -0.21, 0.42, 1.07, 2.54, -1.75, -1.99, -2.30, 2.65, -2.13, -1.78, -1.99, 0.44, 0.32, 0.36, -0.23, 0.29, 0.41, -0.14, 0.24, -0.30, 0.26, 0.49, 0.30, 0.43, 0.09, 0.51, 0.42, -0.18, 0.55, 0.39, 0.04, 0.30, 0.29, 0.46, 0.86, 0.34, 0.43, 0.17, 0.23, 0.69, -0.29, 0.33, 0.26, 0.55, 0.39, 0.51, 0.38, 0.19, 0.19, 0.53, 0.03, 0.63, 0.29, 0.33, 0.30, 0.53, -0.38, 0.48, -0.96, 0.39, 0.05, -0.88, -0.20, -0.89, 0.40, 0.28, 0.75, 0.11, 0.36, 0.42, -0.53, -0.61, 0.42, -0.07, -0.67, -0.66, -0.45, 1.66, 0.18, 0.09, 0.12, -0.84]
}